{
  "formula": "C30H58AlClNO7",
  "method": "ωB97M-V/def2-TZVPD",
  "species": ["C", "C", "C", "C", "C", "C", "C", "C", "C", "C", "C", "C", "C", "C", "C", "C", "Al", "O", "C", "O", "C", "C", "N", "C", "C", "C", "O", "C", "C", "C", "C", "C", "O", "C", "O", "C", "C", "O", "Cl", "O", "H", "H", "H", "H", "H", "H", "H", "H", "H", "H", "H", "H", "H", "H", "H", "H", "H", "H", "H", "H", "H", "H", "H", "H", "H", "H", "H", "H", "H", "H", "H", "H", "H", "H", "H", "H", "H", "H", "H", "H", "H", "H", "H", "H", "H", "H", "H", "H", "H", "H", "H", "H", "H", "H", "H", "H", "H", "H"],
  "coordinates": [[1.83, -1.54, 1.07], [1.06, -0.22, 1.04], [1.37, 0.78, 2.17], [1.90, 0.20, 3.48], [3.37, 0.53, 3.80], [4.40, -0.59, 3.60], [5.45, -0.29, 2.56], [4.94, 0.26, 1.22], [5.15, -0.69, 0.05], [4.52, -0.14, -1.21], [4.69, -0.99, -2.47], [4.31, -2.47, -2.38], [3.06, -2.88, -3.18], [1.87, -1.94, -3.13], [0.56, -2.66, -3.49], [-0.23, -3.21, -2.27], [-2.10, -2.54, -2.11], [-2.47, -0.99, -2.98], [-2.29, -0.13, -1.92], [-2.41, 1.23, -2.24], [-1.20, 1.93, -2.18], [-1.45, 3.40, -2.36], [-1.72, 4.05, -1.08], [-0.53, 4.15, -0.22], [-0.44, 5.50, 0.45], [0.17, 5.39, 1.84], [0.28, 6.43, -0.37], [-3.13, -0.63, -0.73], [-4.59, -0.95, -1.05], [-5.22, -1.85, 0.02], [-6.69, -1.55, 0.25], [-7.20, -2.25, 1.47], [-6.64, -1.66, 2.66], [-5.98, -2.47, 3.50], [-5.38, -2.06, 4.52], [-2.99, 0.29, 0.49], [-4.02, 1.37, 0.77], [-4.44, 1.64, 1.92], [-4.64, 2.36, -0.59], [-2.49, -1.86, -0.44], [1.20, -2.35, 1.41], [2.14, -1.81, 0.07], [2.73, -1.49, 1.67], [0.00, -0.43, 0.99], [1.28, 0.26, 0.10], [2.04, 1.55, 1.79], [0.45, 1.30, 2.39], [1.71, -0.86, 3.55], [1.33, 0.65, 4.28], [3.66, 1.40, 3.23], [3.41, 0.84, 4.83], [4.92, -0.73, 4.54], [3.90, -1.53, 3.41], [6.18, 0.39, 2.98], [6.00, -1.20, 2.33], [3.88, 0.47, 1.27], [5.42, 1.20, 0.98], [6.21, -0.82, -0.12], [4.70, -1.64, 0.33], [5.01, 0.81, -1.41], [3.47, 0.10, -1.06], [4.14, -0.53, -3.27], [5.74, -0.93, -2.73], [5.14, -3.03, -2.80], [4.20, -2.81, -1.36], [3.35, -3.09, -4.20], [2.72, -3.83, -2.77], [1.79, -1.45, -2.17], [2.02, -1.14, -3.86], [-0.04, -1.99, -4.09], [0.84, -3.51, -4.10], [0.32, -2.98, -1.36], [-0.29, -4.29, -2.34], [-3.19, -3.68, -2.48], [-1.26, -0.28, -1.55], [-0.70, 1.78, -1.22], [-0.51, 1.57, -2.94], [-0.59, 3.84, -2.86], [-2.33, 3.51, -2.98], [-2.01, 5.00, -1.29], [0.38, 3.99, -0.81], [-0.59, 3.40, 0.55], [-1.44, 5.90, 0.56], [0.68, 6.32, 2.09], [-0.58, 5.25, 2.60], [0.90, 4.59, 1.91], [1.17, 6.47, -0.05], [-4.64, -1.45, -2.00], [-5.20, -0.06, -1.12], [-5.15, -2.88, -0.32], [-4.71, -1.74, 0.96], [-7.30, -1.92, -0.57], [-6.85, -0.49, 0.38], [-8.28, -2.19, 1.56], [-6.94, -3.30, 1.43], [-6.06, -3.54, 3.29], [-3.05, -0.33, 1.37], [-2.03, 0.77, 0.49]],
  "mulliken_charge": [-0.077, 0.698, -0.904, -1.099, -0.854, -0.888, -1.194, 0.644, -0.860, -0.285, -1.181, -0.624, -1.182, 0.669, -1.341, -0.521, 0.769, -0.992, -1.322, -0.358, 0.925, -1.363, -0.238, -0.168, 0.233, -1.650, -0.554, 2.853, -1.821, -0.428, -0.517, -0.680, -0.292, 0.259, -0.540, -1.003, 0.500, -0.620, -0.189, -0.829, 0.544, -0.493, -0.568, 0.174, -0.429, 0.515, 0.522, 0.606, 0.478, 0.478, 0.504, 0.392, 0.479, 0.377, 0.419, -0.600, 0.542, 0.468, 0.316, 0.455, -0.197, 0.502, 0.459, 0.279, 0.444, 0.373, 0.375, -0.405, 0.402, 0.536, 0.345, 0.087, 0.549, -0.682, 0.549, -0.459, 0.336, 0.417, 0.439, 0.308, 0.156, 0.050, 0.311, 0.488, 0.376, 0.389, 0.327, 0.702, 0.596, 0.370, 0.261, 0.249, 0.408, 0.378, 0.370, 0.337, 0.689, -0.264],
  "lumo_ha": 0.0864,
  "energy_ev": -66995.685,
  "largest_force_ev_per_a": 4.83,
  "charge": -1,
  "gap_ev": 7.635
}